Entry 1:
C4H8BrO2 | ωB97M-V/def2-TZVPD

The geometry in XYZ format:
```
15
Properties=species:S:1:pos:R:3:forces:R:3
C 0.988328 1.061945 0.152461 -1.116 -1.785 -0.724
C 0.531102 -0.235724 -0.717599 1.836 2.819 1.969
C -0.222202 1.988013 0.177029 0.249 -1.292 -3.992
C -1.640257 0.070720 0.144247 1.108 -0.781 2.317
O -0.755990 -0.711079 -0.325182 0.289 0.028 -1.117
O -1.476005 1.289411 0.496337 -0.779 -1.545 -0.395
Br -0.241191 -4.154574 0.585101 -2.193 2.083 0.205
H 1.350739 0.745146 1.168557 -0.510 0.332 -0.989
H 1.828258 1.463184 -0.430423 -0.335 0.290 0.412
H 0.661153 -0.097320 -1.758939 -0.929 0.510 -1.172
H 1.301380 -0.914149 -0.508260 0.302 -1.874 0.706
H -0.197907 2.762301 0.829082 0.110 2.212 2.115
H -0.447963 2.395184 -0.863348 0.569 -0.349 1.297
H 0.727249 -5.058075 0.488343 2.208 -2.049 -0.215
H -2.406694 -0.604985 0.562595 -0.808 1.403 -0.417
```
Forces are in eV/Å.

- Energy relative to the best compared isomer or geometry (same formula, charge and spin): 0.000 eV
- Frontier orbital gap: 9.06 eV
- Total charge: +1
- HOMO energy: -13.9500 eV
- LUMO energy: -4.9 eV

***

Entry 2:
C4H8BrO2 | ωB97M-V/def2-TZVPD

The geometry in XYZ format:
```
15
Properties=species:S:1:pos:R:3:forces:R:3
C -0.662379 0.929438 -0.296439 -0.028 -0.353 0.138
C -1.614072 -0.128764 -0.837156 0.171 -0.139 -0.103
C -0.182474 0.500387 1.082892 -0.070 -0.163 -0.136
C -0.146954 -1.654349 0.167413 2.802 -5.217 -1.096
O -1.019775 -1.440763 -0.719259 -3.479 1.465 -2.867
O 0.287014 -0.860848 1.044225 1.176 3.969 3.940
Br 3.741464 0.159104 -0.120565 -2.245 -1.264 0.254
H 0.199960 1.022729 -0.958201 -0.043 0.045 -0.114
H -1.163041 1.893130 -0.242167 -0.001 0.059 -0.007
H -2.564404 -0.151253 -0.293627 0.071 0.069 0.046
H -1.825624 -0.001234 -1.902467 0.006 0.000 0.220
H 0.669671 1.093234 1.423011 -0.134 -0.006 0.066
H -0.971372 0.550535 1.840553 0.011 0.072 -0.083
H 4.972768 0.749484 -0.378044 2.104 1.054 -0.328
H 0.279214 -2.660831 0.189826 -0.341 0.410 0.067
```
Forces are in eV/Å.

- Energy relative to the best compared isomer or geometry (same formula, charge and spin): 1.790 eV
- Frontier orbital gap (alpha / beta): 3.44 / 3.22 eV
- Total charge: +1
- HOMO energy (alpha / beta): -8.0638 / -14.4020 eV
- Multiplicity: 3
- LUMO energy (alpha / beta): -4.6 / -11.2 eV

***

Entry 3:
C4H8Cl2N | ωB97M-V/def2-TZVPD

The geometry in XYZ format:
```
15
Properties=species:S:1:pos:R:3:forces:R:3
C -0.502802 -0.192261 -1.134316 -1.621 -1.502 -0.137
C 0.664538 -0.030577 -0.188678 -1.678 1.393 -0.362
C -2.105831 -0.193361 -0.575152 3.596 0.925 0.299
C 1.115024 -1.136251 0.624232 1.403 1.125 -0.459
N 0.795627 1.342896 0.434291 -2.030 0.874 -0.264
Cl -2.268718 1.348811 0.281378 -0.894 -0.482 0.092
Cl -2.613902 -1.634778 0.148138 -0.231 0.325 0.128
H -0.518113 0.570154 -1.908244 0.091 -0.188 -0.281
H -0.487690 -1.263799 -1.525659 0.541 1.598 0.010
H 0.239042 -1.737403 0.765251 -0.192 -0.739 1.116
H 1.667593 -0.636722 1.458934 -0.459 -1.634 -0.133
H 1.772771 -1.671540 -0.076373 0.268 -0.415 0.725
H 0.880988 2.049225 -0.302872 -0.374 -0.070 -0.185
H 1.522011 1.650766 1.086822 0.303 -1.178 0.142
H -0.160541 1.534847 0.912254 1.277 -0.033 -0.693
```
Forces are in eV/Å.

- Energy relative to the best compared isomer or geometry (same formula, charge and spin): 2.777 eV
- Frontier orbital gap (alpha / beta): 8.06 / 8.26 eV
- Total charge: +1
- HOMO energy (alpha / beta): -12.9476 / -13.1116 eV
- LUMO energy (alpha / beta): -4.9 / -4.9 eV

***

Entry 4:
C4H8Cl3N | ωB97M-V/def2-TZVPD

The geometry in XYZ format:
```
16
Properties=species:S:1:pos:R:3:forces:R:3
C 1.668685 -0.989640 0.101228 -0.549 -0.293 -0.365
C 0.447780 -0.127673 -0.355817 -2.086 -0.560 0.360
C 0.662162 1.374205 -0.395164 5.051 -1.255 0.139
N -0.550274 -0.346608 0.706989 -3.279 -1.681 0.186
C -2.178632 0.006622 0.255573 4.022 -0.171 1.617
Cl -2.540109 1.486945 1.209085 -0.225 -0.783 -0.208
Cl -2.347148 0.408644 -1.427614 -0.230 -0.225 -0.304
Cl -3.101674 -1.408834 0.710288 -0.268 0.304 0.051
H 2.008310 -0.786718 1.126123 -0.222 0.538 -0.297
H 1.363818 -2.052985 0.152919 0.099 0.410 -0.356
H 2.526309 -0.910963 -0.574121 -0.216 0.069 0.045
H -0.071696 -0.470969 -1.325436 1.627 0.223 0.973
H 1.766685 1.368808 -0.742071 -1.461 0.788 0.025
H 0.760166 1.845925 0.573590 -0.469 -0.225 0.428
H 0.131768 1.984541 -1.042102 -1.374 0.725 -1.285
H -0.546149 -1.381303 1.026533 -0.419 2.136 -1.010
```
Forces are in eV/Å.

- Energy relative to the best compared isomer or geometry (same formula, charge and spin): 0.909 eV
- SMILES: CC(C)NC(Cl)(Cl)Cl
- Frontier orbital gap: 10.00 eV
- Total charge: 0
- HOMO energy: -9.4491 eV
- LUMO energy: 0.6 eV

***

Entry 5:
C4H8ClN | ωB97M-V/def2-TZVPD

The geometry in XYZ format:
```
14
Properties=species:S:1:pos:R:3:forces:R:3
C -0.074292 2.118734 -0.270431 1.480 1.110 3.800
N -0.750771 0.849494 -0.286666 -2.141 -0.343 -0.205
C -2.024488 0.778707 -0.343934 3.030 -1.230 0.188
Cl -2.814971 -0.811053 -0.435921 0.416 0.950 0.062
H 0.985576 2.100177 0.241966 -2.019 -0.738 -0.517
H 0.235462 2.422818 -1.203696 0.052 0.614 -2.498
H -0.554378 2.987228 0.285713 -0.047 -1.091 -0.846
H -2.700852 1.589086 -0.332293 -0.869 0.837 -0.003
C 1.617471 -1.415314 0.395861 -0.355 2.069 0.269
C 0.987727 -2.551506 0.412420 -3.425 -0.052 -1.238
H 2.655336 -1.569934 0.642071 0.497 1.106 -0.155
H 1.051657 -0.418719 0.236746 1.448 -1.835 0.311
H -0.108628 -2.623714 0.165244 1.144 0.084 0.419
H 1.495156 -3.455998 0.492921 0.789 -1.483 0.415
```
Forces are in eV/Å.

- Energy relative to the best compared isomer or geometry (same formula, charge and spin): 1.858 eV
- SMILES: C/N=C/Cl.C=C
- Frontier orbital gap: 10.79 eV
- Total charge: 0
- HOMO energy: -9.8885 eV
- LUMO energy: 0.9 eV

***

Entry 6:
C4H8ClN2 | ωB97M-V/def2-TZVPD

The geometry in XYZ format:
```
15
Properties=species:S:1:pos:R:3:forces:R:3
C -1.719113 1.149506 -0.307155 0.259 -0.281 0.569
C 0.555100 0.408437 0.119197 0.107 2.750 0.897
C 0.542744 0.350704 1.684811 0.397 -2.898 -1.208
C -0.893170 -0.858030 -1.442288 -1.773 0.751 -3.443
N -0.811216 0.273487 -0.522797 -0.737 0.799 -0.303
N -0.312809 1.257373 2.233151 -1.240 3.988 0.170
Cl -3.287578 1.567426 -0.711977 1.654 -0.835 0.083
H 0.912512 1.403497 -0.255080 -0.096 -0.821 0.471
H 1.240283 -0.326328 -0.203396 0.230 -1.057 -0.852
H 0.086428 -0.698978 1.907248 1.387 1.431 0.016
H 1.620268 0.488998 2.057720 -1.256 -0.476 -0.583
H -1.846116 -0.953340 -2.124950 1.864 0.944 1.386
H 0.016788 -1.008937 -2.031899 -0.208 0.799 -0.074
H -0.928094 -1.684695 -0.872196 -0.224 -3.016 2.315
H -0.020289 2.280589 1.988090 -0.364 -2.079 0.555
```
Forces are in eV/Å.

- Energy relative to the best compared isomer or geometry (same formula, charge and spin): 6.452 eV
- Frontier orbital gap (alpha / beta): 7.88 / 8.98 eV
- Total charge: +1
- HOMO energy (alpha / beta): -14.2755 / -14.1519 eV
- LUMO energy (alpha / beta): -6.4 / -5.2 eV

***

Entry 7:
C4H8ClN3 | ωB97M-V/def2-TZVPD

The geometry in XYZ format:
```
16
Properties=species:S:1:pos:R:3:forces:R:3
C -3.101927 -0.448217 -0.509767 -0.407 -1.940 -0.347
C 0.689691 -0.691890 -0.240983 -2.629 1.805 -6.047
C 2.199789 1.323880 0.397191 0.132 -2.879 -1.470
C 1.135710 0.749324 -0.629404 -0.428 0.379 0.955
N 1.541052 -1.978517 1.494273 2.193 -3.105 3.925
N 1.219560 -1.437959 0.596529 -0.881 1.484 -0.873
N -3.303078 -1.472135 0.193998 -0.172 -0.515 -1.607
Cl -3.205511 -1.339286 1.842208 0.160 0.421 1.353
H -2.877458 0.504969 -0.251696 0.710 2.868 1.819
H -3.152637 -0.520290 -1.561023 -0.254 -0.831 -1.224
H -0.025378 -1.216619 -1.030628 1.601 0.976 2.020
H 2.588799 2.273114 0.164911 0.234 1.244 -0.589
H 3.111838 0.616834 0.476069 -1.596 1.003 0.171
H 1.618307 1.396011 1.285070 0.180 -0.057 1.207
H 1.360746 0.877720 -1.709604 0.397 -0.522 0.684
H 0.200494 1.363058 -0.517139 0.761 -0.330 0.024
```
Forces are in eV/Å.

- Energy relative to the best compared isomer or geometry (same formula, charge and spin): 4.597 eV
- Frontier orbital gap: 8.80 eV
- Total charge: 0
- HOMO energy: -8.1579 eV
- LUMO energy: 0.6 eV

***

Entry 8:
C4H8ClN3 | ωB97M-V/def2-TZVPD

The geometry in XYZ format:
```
16
Properties=species:S:1:pos:R:3:forces:R:3
C 1.817488 1.541600 1.331378 3.708 -2.262 1.186
N 0.466475 1.885803 1.123603 1.936 1.094 1.890
C -0.303122 1.215949 0.486227 -3.883 -1.438 -5.188
N -0.129457 0.004095 -0.364684 0.902 -1.353 2.168
N 0.620706 -1.058763 0.313082 -0.848 -2.891 -1.302
C -1.295710 -0.500046 -0.932937 -0.657 3.096 -1.272
C -1.497282 -1.648701 -1.597526 -3.367 2.074 0.557
Cl -3.222115 -1.849631 -2.191971 1.234 0.161 0.232
H 2.098371 0.637861 2.045468 -1.360 1.539 -1.222
H 2.463414 1.228493 0.425692 -1.460 0.718 0.814
H 2.335166 2.363377 1.826456 -0.072 0.193 -0.274
H -1.251666 1.712406 0.056601 0.938 -0.698 1.326
H -0.200570 -1.722679 0.691603 2.471 1.531 -0.895
H 1.136726 -1.707110 -0.458961 -1.645 2.208 2.106
H -1.997961 0.458287 -0.982292 0.626 -2.852 -0.240
H -1.040463 -2.560939 -1.771740 1.478 -1.119 0.112
```
Forces are in eV/Å.

- Energy relative to the best compared isomer or geometry (same formula, charge and spin): 4.006 eV
- SMILES: C/N=C\N(N)/C=C/Cl
- Frontier orbital gap: 9.39 eV
- Total charge: 0
- HOMO energy: -8.8305 eV
- LUMO energy: 0.6 eV

***

How do the records compare in total energy? In the order shown, they have -78406.3648 -78400.5880 -30801.8106 -43333.5424 -18287.9142 -19767.8821 -21265.8538 -21266.4445 eV.